Formula: C6H10OS
Source: the Open Molecules 2025 dataset
Level of theory: wB97M-V/def2-TZVPD

Structure (XYZ):
```
18
Properties=species:S:1:pos:R:3:forces:R:3
C -0.8375 1.2992 0.7168 -2.1 -0.7 -0.4
C -1.1087 0.0006 -0.0934 0.2 -0.9 -0.6
C -2.1916 -0.3660 -0.8062 -0.1 1.2 0.0
C -0.0091 -1.0424 -0.1128 1.5 0.3 2.0
C 1.4374 -0.8443 -0.6884 -1.2 0.5 -1.2
C 1.9498 -0.8094 0.7010 1.3 1.2 1.3
H -0.5965 3.5659 -0.1690 0.1 -0.5 0.1
H -0.4627 1.0971 1.7024 0.9 -0.5 0.1
H -1.7871 1.7742 1.0061 0.0 0.0 -0.7
H -3.0374 0.3351 -0.9236 0.4 -0.5 0.1
H -2.2416 -1.3036 -1.4075 0.2 0.8 0.8
H -0.3952 -2.0483 -0.3098 -0.2 0.4 -0.2
H 1.7177 -1.7005 -1.2298 0.4 -1.3 -0.7
H 1.6467 -0.0179 -1.3593 -0.2 0.4 0.2
H 2.3607 0.2536 0.9521 -0.7 -1.8 0.1
H 2.7422 -1.5771 0.9779 -1.1 0.9 -0.2
O 0.6345 -1.0733 1.2508 0.3 -0.2 -0.5
S 0.1781 2.4571 -0.2074 0.4 0.6 -0.2
```
Forces are in eV/Å.

ΔE to the lowest compared entry with this formula, charge and spin	60.4	kcal per mole
SMILES	C=C(CS)[C@H]1CCO1
max |F|	2.5	eV Å⁻¹
gap between HOMO and LUMO	9.699	eV
charge	0